# 1
14
Properties=species:S:1:pos:R:3 method="wB97M-V/def2-TZVPD" homo_lumo_gap_ev=9.066 lumo_ha=0.0411 de_lowest_kcal_mol=11.11 smiles=CNc1cc[nH]n1 e_tot_ha=-320.8656
C 2.23 0.20 0.28
N 1.23 0.15 -0.77
C -0.12 0.05 -0.43
C -0.70 -0.72 0.61
C -2.05 -0.52 0.46
N -2.21 0.31 -0.59
N -1.04 0.69 -1.14
H 1.83 -0.25 1.19
H 3.12 -0.37 -0.01
H 2.53 1.22 0.53
H 1.36 0.83 -1.50
H -0.21 -1.36 1.33
H -2.90 -0.91 1.01
H -3.06 0.67 -0.98

# 2
19
Properties=species:S:1:pos:R:3 method="wB97M-V/def2-TZVPD" homo_lumo_gap_ev=9.906 lumo_ha=0.0372 de_lowest_kcal_mol=119.76 smiles="C=C[C@H]1C(N)[C@@H]1C=C" e_tot_ha=-327.8971
C 1.63 0.79 2.33
C 1.20 -0.35 1.71
C 0.15 -0.45 0.68
C -1.37 -0.33 0.47
N -1.99 -1.32 -0.39
C -0.43 0.65 -0.28
C -0.31 0.89 -1.63
C 0.58 0.51 -2.62
H 2.40 0.60 3.14
H 0.87 1.59 2.07
H 1.78 -1.37 1.79
H 0.46 -1.37 0.27
H -2.14 0.15 1.21
H -1.59 -2.17 0.08
H -1.66 -1.53 -1.37
H -0.45 1.58 0.27
H -1.19 1.39 -1.99
H 0.48 0.61 -3.66
H 1.58 0.12 -2.06

# 3
5
Properties=species:S:1:pos:R:3 method="wB97M-V/def2-TZVPD" homo_lumo_gap_ev=11.773 lumo_ha=0.0311 de_lowest_kcal_mol=3.61 smiles=C#N.Br e_tot_ha=-2668.0415
C -0.24 0.26 -0.45
N 0.25 -0.57 0.14
H -0.57 1.06 -1.03
Br -0.27 1.85 2.91
H 0.87 1.02 3.17

# 4
12
Properties=species:S:1:pos:R:3 method="wB97M-V/def2-TZVPD" homo_lumo_gap_ev=10.073 lumo_ha=0.0373 de_lowest_kcal_mol=51.15 smiles="C=NC/C=C/Cl" e_tot_ha=-670.8671
C -1.67 -1.57 -0.41
N -0.55 -1.72 0.11
C 0.49 -0.70 0.12
C 0.27 0.81 0.17
C 1.23 1.76 0.28
Cl 0.65 3.36 0.41
H -2.41 -2.33 -0.22
H -1.95 -0.68 -1.07
H 0.96 -0.92 -0.74
H 1.32 -0.79 0.97
H -0.70 1.12 0.05
H 2.35 1.66 0.33

# 5
10
Properties=species:S:1:pos:R:3 method="wB97M-V/def2-TZVPD" homo_lumo_gap_ev=8.917 lumo_ha=-0.0195 de_lowest_kcal_mol=97.88 e_tot_ha=-561.2255
C 0.91 2.08 0.28
C -1.85 -1.27 -1.10
C -0.95 -1.85 -0.58
C 0.83 -0.28 1.03
N 1.15 2.93 -0.43
N 0.43 1.02 1.02
I 2.44 -0.68 -0.42
H -2.84 -0.99 -1.43
H -0.11 1.26 1.86
H -0.02 -2.22 -0.24

# 6
10
Properties=species:S:1:pos:R:3 method="wB97M-V/def2-TZVPD" homo_lumo_gap_ev="5.383 / 5.386" lumo_ha="-0.4079 / -0.4080" de_lowest_kcal_mol=52.78 charge=+2 e_tot_ha=-372.6187
O -0.13 -1.31 1.30
O -1.05 -0.84 -1.53
C -0.56 0.29 -1.19
O 0.28 0.86 -1.92
C 0.66 0.60 -0.02
H 0.57 1.65 0.32
C 0.42 -0.22 1.20
H 0.58 0.35 2.14
H 1.73 0.49 -0.25
La -2.50 -1.88 -0.05